This record from the Open Molecules 2025 dataset describes the molecule C8H11N5S. The level of theory is ωB97M-V/def2-TZVPD.

Positions of all 25 atoms, in Å:
S1 2.698 -1.525 0.761
N1 0.884 -0.429 -2.049
N2 2.112 1.620 -0.010
N3 0.014 1.077 0.497
N4 1.566 -2.007 -0.326
N5 -1.992 -0.100 0.964
C1 1.999 0.044 1.805
C2 1.342 0.912 0.899
C3 1.170 -1.224 -1.245
C4 -2.240 -0.426 -0.443
C5 -2.650 -1.913 -0.477
C6 1.328 2.108 -1.016
C7 -0.911 0.451 1.293
C8 0.040 1.806 -0.701
H1 -1.820 -2.538 -0.183
H2 -0.903 1.959 -1.240
H3 -1.477 -0.368 -1.198
H4 2.928 0.305 2.010
H5 -3.011 0.224 -0.857
H6 -2.872 -2.257 -1.476
H7 1.644 2.570 -1.891
H8 -0.679 0.450 2.290
H9 3.089 1.913 0.125
H10 1.349 -0.447 2.541
H11 -3.609 -2.206 -0.072

Cartesian forces (eV/Å) of the 3 atoms listed first:
-0.24 0.31 -0.56
-0.57 -0.12 -0.89
-0.44 0.00 0.81

For the total energy, the calculation gives -983.26791 Ha. The spin multiplicity is 1. The calculation puts the relative energy (zero: lowest compared OMol25 entry of this formula, charge and spin) at 444.8 kJ/mol. Its HOMO energy is -7.34 eV. The orbital gap comes out at 6.87 eV.